{
  "formula": "C28H20Br2Cl52N5O2",
  "method": "ωB97M-V with the def2-TZVPD basis set",
  "symbols": ["C", "C", "C", "C", "C", "C", "N", "C", "N", "C", "C", "C", "N", "C", "Br", "C", "C", "Br", "C", "N", "C", "O", "N", "O", "H", "H", "H", "H", "H", "H", "H", "H", "H", "H", "H", "H", "H", "H", "H", "H", "H", "H", "H", "H", "C", "Cl", "Cl", "Cl", "Cl", "C", "Cl", "Cl", "Cl", "Cl", "C", "Cl", "Cl", "Cl", "Cl", "C", "Cl", "Cl", "Cl", "Cl", "C", "Cl", "Cl", "Cl", "Cl", "C", "Cl", "Cl", "Cl", "Cl", "C", "Cl", "Cl", "Cl", "Cl", "C", "Cl", "Cl", "Cl", "Cl", "C", "Cl", "Cl", "Cl", "Cl", "C", "Cl", "Cl", "Cl", "Cl", "C", "Cl", "Cl", "Cl", "Cl", "C", "Cl", "Cl", "Cl", "Cl", "C", "Cl", "Cl", "Cl", "Cl"],
  "positions_angstrom": [[4.7686, -3.3912, 1.7902], [5.1226, -2.2401, 2.0384], [5.2676, -0.8197, 2.2785], [3.8892, -0.1570, 2.4153], [3.4516, 0.5746, 1.1509], [1.9611, 0.6841, 0.9160], [1.3394, -0.5450, 0.3865], [0.1109, -0.5813, 0.9492], [-0.8944, -1.1541, 0.3938], [-0.8091, -1.8748, -0.8892], [-0.6869, -1.0073, -2.0481], [-0.5332, -0.3059, -3.0380], [0.0066, 0.0999, 2.1827], [0.2636, -0.8447, 3.2309], [0.9696, -2.5986, 2.8087], [-0.0299, -0.5772, 4.5034], [-0.6662, 0.6973, 4.9590], [0.2753, -1.8395, 5.8812], [0.9968, 1.2540, 1.9520], [1.6400, 1.8599, 3.0582], [0.0805, 2.3697, 1.4152], [-0.1485, 2.2418, 0.0150], [-1.5418, 2.1107, -0.2364], [-1.7557, 1.9603, -1.3637], [4.4402, -4.3907, 1.7753], [5.8433, -0.6279, 3.1713], [5.7810, -0.3380, 1.4548], [3.1471, -0.8527, 2.7843], [3.9829, 0.5852, 3.2007], [3.8340, 0.0013, 0.3095], [3.9122, 1.5469, 1.0758], [1.9180, 1.3482, 0.0576], [1.8751, -1.3954, 0.5313], [-1.7710, -1.1072, 0.8894], [-0.0172, -2.6015, -0.8201], [-1.7484, -2.3948, -1.0054], [-0.4425, 0.1108, -3.9914], [0.0216, 1.5202, 5.0370], [-1.4747, 0.9258, 4.2764], [-1.0848, 0.5543, 5.9414], [1.0750, 2.5675, 3.4978], [1.9522, 1.1966, 3.7528], [-0.8575, 2.2986, 1.9469], [0.4922, 3.3518, 1.6099], [-3.9525, 1.7809, -4.9671], [-5.3179, 0.8239, -4.4050], [-4.0915, 2.0717, -6.7011], [-3.9199, 3.3213, -4.1070], [-2.4494, 0.8949, -4.6204], [3.7286, 6.0616, -0.2742], [2.1895, 5.2701, 0.1223], [3.8649, 6.1656, -2.0352], [3.7223, 7.6797, 0.4253], [5.0907, 5.1407, 0.3703], [3.5245, 1.5553, -3.0962], [2.1409, 0.5845, -2.5754], [3.4789, 1.7968, -4.8411], [3.4619, 3.1298, -2.2903], [5.0201, 0.7152, -2.6560], [3.2852, -3.7464, -3.2481], [4.7672, -2.8135, -3.4330], [1.9106, -2.6389, -3.0794], [3.0443, -4.7707, -4.6588], [3.3947, -4.7510, -1.7933], [2.4180, 10.3818, -2.6437], [2.4598, 11.3932, -1.1958], [4.0454, 9.8049, -3.0008], [1.3317, 9.0117, -2.3572], [1.8200, 11.3284, -4.0077], [-7.4544, 2.1325, -1.2048], [-8.2723, 0.6116, -0.8501], [-8.2041, 3.4409, -0.2881], [-5.7431, 2.0043, -0.7590], [-7.5761, 2.4708, -2.9324], [-10.2423, -2.6778, -2.4716], [-10.2233, -0.9692, -2.9125], [-11.8940, -3.2960, -2.5583], [-9.2139, -3.5873, -3.5831], [-9.6343, -2.8669, -0.8235], [9.1807, -4.1561, 2.0365], [7.6342, -3.2874, 2.1674], [10.4665, -3.2370, 2.8336], [9.0079, -5.7280, 2.8148], [9.5851, -4.3763, 0.3311], [5.5551, 6.8379, -6.2655], [4.9838, 6.4601, -4.6303], [4.2288, 6.6292, -7.4112], [6.1207, 8.5078, -6.3115], [6.8791, 5.7506, -6.6862], [-1.7281, 7.7319, -0.1443], [-2.0495, 8.4868, -1.7045], [-2.5445, 6.1643, -0.0858], [0.0203, 7.5207, 0.0697], [-2.3535, 8.7590, 1.1468], [-9.9715, -6.4608, 1.3643], [-10.7424, -5.7377, -0.0479], [-10.4363, -8.1567, 1.4957], [-8.2132, -6.3423, 1.1939], [-10.4791, -5.5936, 2.8174], [-12.0215, -11.7459, 0.8046], [-12.7408, -13.3103, 0.4206], [-13.2668, -10.6596, 1.4280], [-10.7621, -11.9573, 2.0266], [-11.3094, -11.0476, -0.6534], [6.8975, -7.3452, 6.0414], [7.0481, -6.2778, 7.4388], [8.4681, -8.0635, 5.6750], [5.7322, -8.6232, 6.3964], [6.3438, -6.4112, 4.6460]],
  "forces_ev_per_a": [[0.6, 3.3, 1.0], [-1.7, -2.9, -1.0], [-0.3, 0.2, -0.1], [0.3, 0.9, 0.5], [-0.2, -1.2, 0.5], [0.9, 0.7, -1.7], [-0.1, 0.6, 0.5], [0.3, 0.0, 0.2], [-0.3, -0.2, 0.0], [-0.7, 0.2, 0.1], [0.8, 1.9, -2.1], [-0.4, -2.7, 2.9], [0.2, -0.7, -0.3], [-0.1, -0.5, 0.5], [-0.1, 0.4, -0.1], [0.1, -0.1, 0.3], [-0.4, -0.5, 0.1], [0.1, 0.3, -0.2], [-0.4, 0.9, 0.4], [0.1, -0.7, 0.3], [0.1, 0.1, -0.6], [0.0, -0.1, 0.1], [-0.4, -0.1, 0.0], [0.1, 0.2, 0.1], [0.1, -0.6, -0.2], [0.3, -0.1, 0.3], [0.4, 0.0, -0.2], [-0.1, -0.4, -0.1], [0.0, 0.2, 0.2], [0.0, 0.0, -0.4], [0.0, 0.4, 0.1], [-0.2, 0.3, -0.1], [0.1, -0.2, -0.4], [-0.2, -0.1, 0.0], [0.4, -0.3, -0.1], [-0.2, -0.4, 0.2], [0.5, 0.5, -0.5], [0.2, 0.3, -0.1], [-0.2, 0.4, -0.2], [-0.2, 0.0, 0.3], [-0.1, 0.1, 0.1], [0.2, 0.0, 0.1], [-0.4, 0.0, 0.1], [0.4, 0.1, -0.1], [0.0, 0.0, -0.1], [0.2, -0.2, -0.2], [0.0, 0.0, 0.1], [0.0, 0.0, 0.0], [-0.8, 0.4, -0.3], [0.0, 0.1, -0.1], [0.3, -0.3, 0.1], [-0.2, 0.3, 0.6], [0.0, 0.0, -0.1], [-0.1, 0.0, 0.0], [0.1, 0.1, 0.1], [0.3, 0.3, -0.1], [-0.1, -0.1, 0.0], [0.0, -0.4, -0.1], [0.0, 0.1, 0.0], [0.0, -0.1, 0.0], [0.0, 0.0, 0.0], [0.0, -0.2, 0.0], [0.0, 0.0, 0.0], [0.0, 0.0, 0.0], [-0.1, 0.0, 0.0], [0.0, 0.0, 0.0], [0.0, -0.1, 0.0], [0.3, 0.2, -0.2], [0.0, 0.0, 0.0], [-0.1, 0.0, 0.0], [0.2, 0.1, 0.1], [0.0, 0.0, 0.0], [0.1, 0.0, 0.0], [-0.3, 0.2, 0.2], [0.0, 0.0, 0.0], [-0.2, -0.1, -0.2], [0.0, 0.0, 0.0], [0.0, 0.0, 0.0], [0.2, 0.4, -0.1], [0.1, 0.2, 0.1], [0.8, -0.5, -0.1], [-0.1, 0.0, 0.0], [0.2, 0.0, -0.1], [0.0, 0.0, 0.0], [0.0, 0.0, -0.1], [0.3, 0.0, -0.4], [0.0, 0.0, 0.0], [0.0, 0.0, 0.0], [0.0, 0.0, 0.0], [0.0, 0.2, 0.0], [0.0, 0.0, 0.0], [0.1, -0.1, 0.0], [-0.6, -0.1, 0.2], [0.0, 0.0, 0.0], [-0.1, -0.1, 0.0], [-0.1, -0.3, 0.1], [0.0, 0.0, 0.0], [0.0, 0.0, 0.0], [0.0, 0.0, 0.0], [0.0, 0.0, 0.0], [0.0, 0.0, 0.0], [0.0, 0.0, 0.0], [0.0, 0.0, 0.0], [0.0, 0.0, 0.0], [0.0, 0.0, 0.0], [0.0, 0.0, 0.0], [0.0, 0.0, 0.0], [0.0, 0.0, 0.0], [-0.2, 0.0, 0.1]],
  "mulliken_charge": [0.118, -0.876, -0.786, -0.239, -1.483, -0.663, 0.680, -1.466, 0.143, -0.826, 0.626, -1.127, 0.499, -0.105, -0.076, 0.478, -1.056, -0.141, 1.541, -0.365, -2.326, 0.133, -0.164, -0.071, 0.527, 0.524, 0.470, 0.268, 0.206, 0.687, 0.421, 0.332, 0.457, 0.375, 0.324, 0.400, 0.907, 0.198, 0.278, 0.504, 0.330, 0.417, 0.539, 0.683, 0.252, -0.046, -0.084, -0.064, -0.148, 0.141, 0.066, 0.068, -0.065, -0.088, -0.096, 0.157, -0.112, 0.060, -0.088, 0.219, -0.076, 0.013, -0.082, -0.093, 0.277, -0.104, -0.060, -0.012, -0.102, 0.225, -0.026, -0.090, -0.027, -0.089, 0.368, -0.081, -0.097, -0.101, -0.065, 0.273, -0.145, -0.110, -0.050, -0.102, 0.295, -0.063, -0.102, -0.091, -0.098, 0.251, -0.098, -0.068, -0.025, -0.093, 0.255, -0.047, 0.004, -0.116, -0.100, 0.332, -0.102, -0.080, -0.088, -0.081, 0.325, -0.095, -0.097, -0.096, -0.039],
  "lumo_ev": -3.3,
  "charge": 1,
  "fmax_ev_per_a": 4.00,
  "gap_ha": 0.31664,
  "homo_energy_ev": -11.9
}



{
  "formula": "C28H20ClCoN2OPS5Sb",
  "method": "ωB97M-V with the def2-TZVPD basis set",
  "symbols": ["Co", "Cl", "C", "C", "C", "C", "O", "C", "C", "N", "C", "C", "C", "C", "C", "C", "C", "C", "N", "C", "C", "H", "H", "H", "H", "H", "H", "H", "H", "H", "H", "S", "Sb", "S", "S", "S", "P", "S", "C", "C", "C", "C", "C", "C", "C", "C", "C", "C", "C", "C", "H", "H", "H", "H", "H", "H", "H", "H", "H", "H"],
  "positions_angstrom": [[0.9525, 0.1347, -0.0610], [-2.1169, -0.5061, -6.5980], [-1.1105, -0.5299, -5.1695], [0.1364, -1.1580, -5.2139], [0.9361, -1.1665, -4.1011], [0.5408, -0.5457, -2.8909], [1.3230, -0.5952, -1.8491], [-0.7247, 0.0987, -2.8717], [-1.2354, 0.8293, -1.7330], [-0.5618, 1.1314, -0.6867], [-1.0631, 2.0124, 0.3158], [-2.2487, 2.6845, 0.2935], [-2.6477, 3.4612, 1.4026], [-1.8479, 3.5811, 2.4984], [-0.5858, 2.9441, 2.5237], [0.2985, 3.0082, 3.6205], [1.4788, 2.3302, 3.5694], [1.7970, 1.5870, 2.4175], [0.9975, 1.4966, 1.3827], [-0.1973, 2.1653, 1.4261], [-1.5361, 0.0726, -4.0191], [0.4628, -1.6349, -6.1286], [1.9068, -1.6448, -4.1322], [-2.2697, 1.1634, -1.8124], [-2.9166, 2.6067, -0.5541], [-3.6147, 3.9453, 1.3856], [-2.1731, 4.1396, 3.3660], [0.0198, 3.5798, 4.4973], [2.1706, 2.3417, 4.3994], [2.7338, 1.0486, 2.3496], [-2.5005, 0.5656, -3.9932], [4.8481, -1.2171, -2.0243], [2.9379, -2.1933, -1.4412], [0.5547, -2.0091, 0.9000], [2.4859, -1.2821, 0.7761], [-3.4153, 1.2828, 5.0496], [-2.1544, -0.1779, 4.5550], [-1.5614, -0.2948, 2.6639], [-0.6559, -0.0905, 5.6153], [-0.7547, 0.3516, 6.9324], [0.3759, 0.4155, 7.7355], [1.6142, 0.0374, 7.2284], [1.7186, -0.3974, 5.9146], [0.5866, -0.4574, 5.1082], [-2.8462, -1.8156, 5.0088], [-2.0096, -2.9109, 5.2089], [-2.5476, -4.1715, 5.4237], [-3.9253, -4.3487, 5.4312], [-4.7619, -3.2618, 5.2198], [-4.2239, -1.9991, 5.0072], [-1.7224, 0.6592, 7.3101], [0.2943, 0.7672, 8.7572], [2.4951, 0.0819, 7.8583], [2.6833, -0.6837, 5.5109], [0.6522, -0.7882, 4.0757], [-0.9350, -2.7771, 5.1813], [-1.8902, -5.0191, 5.5750], [-4.3440, -5.3344, 5.5959], [-5.8367, -3.3993, 5.2131], [-4.8623, -1.1405, 4.8375]],
  "forces_ev_per_a": [[0.8, 0.7, -0.3], [0.1, 0.0, 0.1], [0.1, -0.1, -0.2], [-0.2, 0.0, -0.1], [0.1, 0.1, 0.3], [-0.4, -0.1, -0.6], [0.4, -0.1, 0.1], [0.1, -0.3, 0.2], [0.0, 0.1, -0.1], [-0.3, -0.2, 0.4], [0.2, -0.1, -0.1], [-0.2, 0.1, 0.0], [0.0, 0.0, -0.1], [0.1, 0.0, 0.1], [0.0, 0.2, 0.0], [-0.1, 0.0, 0.0], [0.2, 0.1, -0.1], [0.1, 0.0, 0.1], [-0.6, -0.1, 0.2], [0.2, -0.1, -0.1], [0.0, 0.1, 0.1], [0.0, 0.0, 0.0], [0.0, 0.0, -0.1], [0.1, 0.2, -0.2], [0.0, 0.0, 0.0], [0.0, 0.0, 0.0], [0.0, 0.0, 0.0], [0.0, 0.0, 0.0], [0.0, 0.0, 0.0], [0.0, -0.1, 0.0], [0.0, 0.0, 0.0], [0.2, 0.2, -0.2], [-0.1, -0.3, -0.2], [0.0, -0.1, 0.1], [0.1, -0.1, 0.2], [0.1, -0.1, 0.2], [-0.1, 0.3, -0.4], [-0.3, -0.2, 0.3], [0.0, 0.0, 0.0], [0.1, 0.0, 0.0], [0.0, 0.0, 0.0], [0.0, 0.0, 0.0], [-0.1, 0.0, 0.0], [0.1, -0.1, 0.1], [0.0, 0.0, -0.1], [-0.1, 0.0, 0.0], [0.0, 0.0, 0.0], [0.0, 0.0, 0.0], [0.0, 0.0, 0.0], [0.0, 0.0, 0.1], [0.0, 0.0, 0.0], [0.0, 0.0, 0.0], [0.0, 0.0, 0.0], [0.0, 0.0, 0.0], [0.0, 0.0, 0.0], [0.0, 0.0, 0.0], [0.0, 0.0, 0.0], [0.0, 0.0, 0.0], [0.0, 0.0, 0.0], [0.0, 0.0, 0.0]],
  "mulliken_charge": [0.090, -0.245, 0.105, -0.811, -0.690, 0.883, -0.890, 0.348, 0.447, 0.246, 1.309, -0.934, -0.937, -0.679, 1.019, -0.612, -0.556, -0.100, -0.255, 0.049, -0.933, 0.405, 0.287, 0.264, 0.241, 0.373, 0.383, 0.381, 0.390, 0.502, 0.382, -0.646, 0.655, -0.233, -0.258, -0.570, 0.932, -0.447, 0.110, -0.516, -0.595, -0.454, -0.865, -0.157, 0.231, -0.310, -0.651, -0.370, -0.575, -0.438, 0.353, 0.366, 0.365, 0.413, 0.527, 0.286, 0.379, 0.354, 0.360, 0.294],
  "s2": 0.8055,
  "lumo_ev": [1.1, 1.1],
  "charge": -1,
  "fmax_ev_per_a": 1.06,
  "spin_multiplicity": 2,
  "gap_ha": [0.19723, 0.19838],
  "homo_energy_ev": [-4.2, -4.3]
}



{
  "formula": "C28H20F10N4S5SiTa",
  "method": "ωB97M-V with the def2-TZVPD basis set",
  "symbols": ["Ta", "C", "S", "C", "S", "N", "N", "C", "C", "C", "C", "C", "C", "N", "H", "H", "H", "H", "H", "H", "H", "H", "F", "C", "C", "F", "C", "F", "C", "S", "C", "F", "C", "F", "C", "Si", "C", "C", "C", "C", "C", "C", "N", "C", "S", "H", "H", "H", "H", "H", "H", "H", "H", "H", "H", "H", "H", "F", "C", "C", "F", "C", "F", "C", "S", "C", "F", "C", "F"],
  "positions_angstrom": [[0.2864, 0.3640, -0.4925], [2.0369, -3.9037, -4.1396], [1.2442, -2.3319, -4.5233], [0.8926, -1.7310, -2.9505], [0.0577, -0.2174, -2.9068], [1.2413, -2.4036, -1.8966], [0.8576, -1.8071, -0.7287], [0.9718, -2.5450, 0.3150], [0.4304, -2.0602, 1.5656], [0.4235, -2.8288, 2.7125], [-0.2409, -2.3486, 3.8341], [-0.8978, -1.1358, 3.7452], [-0.8314, -0.4150, 2.5610], [-0.1552, -0.8481, 1.4985], [2.3106, -4.3356, -5.1000], [1.3444, -4.5617, -3.6223], [2.9273, -3.7402, -3.5392], [1.3790, -3.5446, 0.2171], [0.9169, -3.7913, 2.7128], [-0.2606, -2.9246, 4.7495], [-1.4605, -0.7321, 4.5747], [-1.3260, 0.5414, 2.4519], [4.1065, 1.4580, 5.0330], [3.1452, 1.6501, 4.1430], [3.0767, 0.8616, 3.0102], [3.9659, -0.1019, 2.7848], [2.0594, 1.1004, 2.1136], [2.0240, 0.2905, 0.9920], [1.0879, 2.0692, 2.2515], [-0.1779, 2.3171, 1.0716], [1.1860, 2.8413, 3.4073], [0.2868, 3.7930, 3.6321], [2.1927, 2.6422, 4.3363], [2.2510, 3.3965, 5.4220], [-5.4529, 0.1908, -0.3086], [-5.2207, 1.4592, -1.6624], [-6.2091, 2.9949, -1.2561], [-5.7065, 0.7545, -3.3246], [-3.4080, 2.0341, -1.8480], [-3.1620, 3.1869, -2.5957], [-1.8733, 3.6622, -2.8173], [-0.8121, 2.9715, -2.2831], [-1.0184, 1.8639, -1.5595], [-2.2712, 1.4071, -1.3465], [-2.1528, -0.0268, -0.3668], [-6.5264, 0.0065, -0.2069], [-5.0857, 0.5405, 0.6579], [-4.9750, -0.7619, -0.5374], [-7.2606, 2.7270, -1.1265], [-6.1623, 3.7480, -2.0453], [-5.8676, 3.4579, -0.3282], [-6.7630, 0.4752, -3.3271], [-5.1226, -0.1374, -3.5629], [-5.5518, 1.4783, -4.1282], [-3.9968, 3.7341, -3.0201], [-1.6910, 4.5561, -3.3958], [0.2097, 3.2948, -2.4241], [7.5075, 1.0549, 0.6515], [6.2734, 1.2302, 0.2052], [5.5131, 0.1416, -0.1854], [6.0153, -1.0882, -0.1100], [4.2273, 0.3383, -0.6457], [3.5160, -0.7403, -1.0033], [3.6485, 1.5977, -0.7254], [2.0468, 1.9269, -1.3615], [4.4363, 2.6742, -0.3226], [3.9447, 3.9091, -0.3668], [5.7310, 2.5016, 0.1326], [6.4520, 3.5497, 0.5112]],
  "forces_ev_per_a": [[-0.3, 0.5, 0.3], [0.0, 0.0, 0.0], [0.0, 0.0, -0.1], [0.0, 0.0, 0.2], [-0.1, 0.0, -0.2], [0.1, -0.2, -0.2], [0.2, 0.3, 0.1], [0.1, -0.1, -0.1], [0.0, 0.0, 0.1], [0.0, -0.1, 0.0], [0.0, 0.0, 0.0], [0.0, -0.1, 0.0], [-0.1, 0.1, 0.0], [-0.1, -0.1, -0.1], [0.0, 0.0, 0.0], [0.0, 0.0, 0.0], [0.0, 0.0, 0.0], [0.0, 0.0, 0.0], [0.0, 0.0, 0.0], [0.0, 0.0, 0.0], [0.0, 0.0, 0.0], [0.0, 0.0, 0.0], [0.0, 0.0, 0.0], [0.0, 0.0, 0.0], [0.1, -0.1, 0.0], [0.0, 0.0, 0.0], [0.0, 0.2, 0.2], [0.1, -0.4, 0.0], [0.1, 0.0, -0.1], [0.0, -0.1, 0.1], [0.0, 0.0, 0.0], [0.0, 0.0, 0.0], [0.0, 0.0, 0.0], [0.0, 0.0, 0.0], [0.0, 0.1, -0.1], [-0.1, 0.0, 0.0], [0.0, -0.1, 0.0], [0.0, 0.0, 0.1], [0.0, 0.0, 0.0], [0.1, 0.0, 0.0], [-0.1, 0.0, 0.0], [0.1, 0.0, 0.0], [-0.1, 0.0, 0.0], [0.1, 0.1, -0.2], [-0.1, -0.1, 0.1], [0.0, 0.0, 0.0], [0.0, 0.0, 0.0], [0.0, 0.0, 0.0], [0.0, 0.0, 0.0], [0.0, 0.0, 0.0], [0.0, 0.0, 0.0], [0.0, 0.0, 0.0], [0.0, 0.0, 0.0], [0.0, 0.0, 0.0], [0.0, 0.0, 0.0], [0.0, 0.0, 0.0], [0.0, 0.0, 0.0], [0.0, 0.0, 0.0], [0.0, 0.0, 0.0], [0.0, -0.1, 0.0], [0.0, 0.0, 0.0], [0.0, 0.0, -0.1], [-0.1, -0.1, 0.0], [0.1, 0.1, 0.2], [-0.1, -0.3, -0.5], [0.0, 0.0, 0.0], [0.0, 0.0, 0.0], [0.0, 0.1, 0.0], [0.0, 0.0, 0.0]],
  "mulliken_charge": [1.134, -0.805, 0.049, 0.627, -0.429, -1.326, 0.561, -0.518, 0.630, -0.927, -0.431, -1.096, -0.131, 0.443, 0.363, 0.276, 0.258, 0.515, 0.519, 0.477, 0.486, 0.648, -0.291, 0.676, -0.430, -0.351, -0.164, 0.145, 0.644, -0.435, 0.156, -0.308, 0.231, -0.279, -1.042, 0.176, -1.081, -1.077, 0.273, 0.045, -1.306, -0.263, -0.078, 0.872, -0.435, 0.361, 0.332, 0.328, 0.351, 0.342, 0.339, 0.350, 0.342, 0.353, 0.335, 0.448, 0.398, -0.299, 0.724, -0.094, -0.324, 0.149, -0.204, 0.251, -0.346, 0.245, -0.368, 0.277, -0.292],
  "lumo_ev": -4.9,
  "charge": 1,
  "fmax_ev_per_a": 0.67,
  "gap_ha": 0.21109,
  "homo_energy_ev": -10.6
}